Formula: C5H16O3
Source: OMol25
Level of theory: ωB97M-V/def2-TZVPD

Calculated values
HOMO-LUMO gap in hartree: 0.338
SMILES: C/C=C/CC.O.O.O
Strongest force on any atom in hartree/bohr: 0.0882

```
24
Properties=species:S:1:pos:R:3:forces:R:3
C -1.6316 1.3153 1.0062 0.6 0.1 -1.2
C -0.2080 0.9531 1.1229 4.2 -1.0 -1.4
C 0.9277 1.5729 1.6284 -4.1 0.7 -1.4
C 2.2154 0.9184 1.7699 2.0 -1.5 -2.9
C 2.2029 -0.5185 1.1197 -0.6 -0.5 1.1
H -1.8763 1.8471 1.8585 -1.3 -0.2 2.7
H -2.1713 0.4198 0.6719 -0.4 0.6 0.6
H -1.8797 2.1868 0.4133 0.4 -0.1 -1.6
H 0.0729 -0.0290 0.5566 -1.0 1.8 1.4
H 0.8831 2.6188 1.9924 -0.2 -0.6 0.1
H 3.1178 1.4814 1.2852 -1.7 -0.7 0.9
H 2.3533 0.8994 2.7989 0.9 -0.3 2.0
H 2.2717 -0.3647 0.0489 -0.4 -0.3 -0.3
H 1.3099 -1.1580 1.4096 0.7 1.2 -0.6
H 2.9754 -1.2430 1.3808 0.8 0.7 0.2
O -1.1269 -1.8671 -2.7381 0.6 1.5 -0.4
H -0.3112 -2.3600 -2.6902 0.3 -0.5 0.0
H -0.7623 -0.9333 -2.8447 -1.0 -1.2 0.4
O -1.1980 -2.2337 0.2017 0.0 -0.8 0.3
H -1.5081 -2.7322 -0.5557 -0.3 0.7 -1.0
H -1.0355 -2.9983 0.7618 0.3 0.3 0.8
O -0.5493 0.8714 -2.7267 -2.2 -0.2 -1.7
H -1.3799 1.3930 -2.7774 0.5 -0.8 -0.3
H -0.1042 1.3596 -2.0883 1.8 1.1 2.1
```
Positions in Å, forces in eV/Å.


Formula: C5H16OSi2
Source: OMol25
Level of theory: ωB97M-V/def2-TZVPD

Calculated values
HOMO-LUMO gap in hartree: 0.368
SMILES: CO[Si@H](C)[Si](C)(C)C
Strongest force on any atom in hartree/bohr: 0.0903

```
24
Properties=species:S:1:pos:R:3:forces:R:3
C 3.0101 -1.3252 0.1371 -1.1 -1.8 -1.8
O 1.9994 -0.6426 -0.6234 -0.4 -1.2 0.1
Si 1.0982 0.7116 -0.3446 2.1 1.2 2.1
C 2.0151 1.6527 1.3016 -3.2 0.5 -2.0
Si -1.1468 -0.0391 -0.2755 -2.3 -0.4 -0.6
C -2.1824 1.3235 -1.1344 3.3 1.2 1.3
C -2.1717 -0.4690 1.3430 4.3 -1.1 1.2
C -1.4773 -1.5960 -1.3414 -2.3 1.9 -0.3
H 3.3780 -0.5938 0.7325 2.0 2.0 1.9
H 3.7377 -1.6952 -0.6306 -0.5 0.1 1.1
H 2.7039 -2.1517 0.8663 -0.3 0.8 -1.4
H 1.5965 1.7402 -1.3386 -0.9 -0.5 -0.2
H 1.9915 0.9499 2.0830 0.1 -0.6 1.3
H 2.9953 1.8442 0.9734 1.3 0.2 -0.4
H 1.5242 2.6389 1.5847 0.5 -1.4 -0.3
H -1.9083 1.5363 -2.1339 0.5 -0.1 -1.2
H -3.1580 1.0906 -1.1314 -3.7 -1.1 0.0
H -2.1301 2.3125 -0.6545 0.2 -0.3 0.2
H -3.1157 -0.9298 1.3278 -1.2 -0.5 -0.7
H -1.5325 -1.1042 2.1215 -1.1 1.0 -1.7
H -2.2232 0.4332 1.8715 -0.5 1.6 0.9
H -0.8820 -2.4108 -1.1228 1.1 -1.8 0.5
H -2.5718 -1.8242 -1.2036 1.0 -0.1 0.7
H -1.5500 -1.4520 -2.4077 0.9 0.4 -0.6
```
Positions in Å, forces in eV/Å.


| no. | E_tot (eV) |
| --- | --- |
| 1 | -11585.04921 |
| 2 | -23246.68026 |